Record 1
Formula: C36H28O5P2PdSSe
Source: the OMol25 dataset
Level of theory: the ωB97M-V functional and the def2-TZVPD basis

Atoms and positions in Å:
Pd: 1.030 -0.658 -0.382
O: -1.860 2.457 -2.285
S: -0.644 1.611 -2.096
C: 0.738 2.505 -2.729
C: 0.549 3.771 -3.246
C: 1.646 4.464 -3.746
C: 2.910 3.890 -3.721
C: 3.096 2.620 -3.190
C: 2.010 1.927 -2.656
P: 2.420 0.335 -1.893
C: 3.362 -0.566 -3.103
C: 4.585 -1.161 -2.788
C: 5.231 -1.933 -3.743
C: 4.654 -2.125 -4.993
C: 3.436 -1.529 -5.309
C: 2.784 -0.754 -4.366
C: 3.426 0.658 -0.442
C: 3.809 1.943 -0.051
C: 4.492 2.118 1.141
C: 4.764 1.033 1.964
C: 4.371 -0.245 1.595
C: 3.703 -0.437 0.397
C: -0.766 0.339 -3.326
C: -0.821 0.703 -4.665
C: -1.019 -0.255 -5.643
C: -1.169 -1.586 -5.276
C: -1.154 -1.944 -3.937
C: -0.948 -0.988 -2.927
P: -1.049 -1.694 -1.232
C: -2.357 -2.861 -1.263
C: -3.675 -2.397 -1.174
C: -4.715 -3.296 -1.323
C: -4.439 -4.638 -1.560
C: -3.129 -5.099 -1.626
C: -2.073 -4.220 -1.452
C: 0.493 -2.691 -0.959
C: 0.657 -3.295 0.323
C: 1.732 -4.124 0.558
C: 2.670 -4.352 -0.451
C: 2.521 -3.779 -1.705
C: 1.438 -2.957 -1.970
H: -0.451 4.189 -3.264
H: 1.511 5.454 -4.161
H: 3.761 4.435 -4.108
H: 4.086 2.177 -3.186
H: 5.040 -1.004 -1.819
H: 6.189 -2.380 -3.513
H: 5.157 -2.742 -5.727
H: 3.001 -1.668 -6.290
H: 1.833 -0.287 -4.607
H: 3.575 2.801 -0.664
H: 4.811 3.110 1.431
H: 5.290 1.186 2.898
H: 4.602 -1.092 2.228
H: 3.480 -1.450 0.073
H: -0.739 1.750 -4.934
H: -1.082 0.037 -6.684
H: -1.325 -2.348 -6.028
H: -1.309 -2.984 -3.678
H: -3.876 -1.348 -0.989
H: -5.738 -2.954 -1.248
H: -5.255 -5.339 -1.683
H: -2.929 -6.148 -1.803
H: -1.054 -4.584 -1.486
H: -0.072 -3.130 1.099
H: 1.834 -4.611 1.519
H: 3.520 -4.996 -0.256
H: 3.241 -3.977 -2.488
H: 1.292 -2.557 -2.965
O: -2.014 0.879 2.038
Se: -0.845 0.299 1.129
O: -1.514 -0.426 -0.483
O: -0.044 -1.072 1.545
O: 0.387 1.286 0.578

Cartesian forces (eV/Å) of the 2 atoms listed first:
Pd 2.876 0.897 0.287
O 0.701 -0.358 0.161

Energy relative to the best compared isomer or geometry (same formula, charge and spin) = 262.3 kJ/mol
Charge = +2

Record 2
Formula: C3H6NO2S
Source: the OMol25 dataset
Level of theory: the ωB97M-V functional and the def2-TZVPD basis

Atoms and positions in Å:
C: -0.289 0.631 -0.285
C: 0.962 0.509 0.531
C: -1.027 -1.539 0.166
N: -1.381 -0.354 0.038
O: -2.630 0.169 -0.223
O: 0.039 -2.178 0.233
S: 2.288 -0.562 -0.184
H: -0.672 1.604 -0.039
H: -0.056 0.371 -1.308
H: 1.625 1.471 0.636
H: 0.927 0.041 1.579
H: -2.178 -2.342 0.581
H: 1.205 -1.545 -0.055

Cartesian forces (eV/Å) of the 2 atoms listed first:
C -0.330 -0.994 0.879
C 3.759 0.322 2.049

Energy relative to the best compared isomer or geometry (same formula, charge and spin) = 461.4 kJ/mol
Charge = -1

Record 3
Formula: C7H14FN2
Source: the OMol25 dataset
Level of theory: the ωB97M-V functional and the def2-TZVPD basis

Atoms and positions in Å:
C: 0.738 1.085 0.140
C: -0.859 -1.251 0.219
C: 0.513 -1.467 0.788
C: -1.466 0.080 0.659
C: 1.430 -0.441 0.075
C: -2.809 0.482 0.095
C: 1.827 -0.718 -1.357
N: -0.500 1.189 0.236
N: 1.586 2.123 -0.048
F: 2.598 -0.263 0.838
H: -0.901 -1.320 -0.877
H: -1.556 -1.901 0.673
H: 0.521 -1.305 1.870
H: 0.949 -2.462 0.516
H: -1.570 0.139 1.706
H: -2.689 0.584 -1.039
H: -2.926 1.526 0.573
H: -3.548 -0.225 0.592
H: 2.422 -1.663 -1.174
H: 2.402 0.115 -1.667
H: 1.068 -0.974 -1.999
H: -0.883 2.047 -0.093
H: 2.550 1.788 -0.193
H: 1.103 2.833 -0.533

Cartesian forces (eV/Å) of the 2 atoms listed first:
C 10.342 -7.301 0.717
C -0.509 0.838 -0.059

Expectation value of S² = 2.01
Energy = -13171.7585 eV
2S+1 = 3
Charge = +1

Record 4
Formula: C12H23AuCl2N4O2PSTe
Source: the OMol25 dataset
Level of theory: the ωB97M-V functional and the def2-TZVPD basis

Atoms and positions in Å:
Au: 1.119 0.993 -0.260
C: -2.796 -2.649 1.461
N: -1.770 -1.637 1.258
C: -1.164 -1.126 2.484
P: -1.419 -0.960 -0.185
O: 0.094 -0.802 -0.304
N: -2.178 0.495 -0.293
C: -2.052 1.271 -1.527
C: -3.343 0.858 0.505
N: -1.935 -1.909 -1.409
C: -3.303 -1.880 -1.906
C: -1.144 -3.049 -1.866
H: -2.393 -3.456 2.076
H: -3.111 -3.072 0.511
H: -3.672 -2.234 1.969
H: -0.676 -1.940 3.025
H: -1.921 -0.680 3.137
H: -0.419 -0.366 2.254
H: -1.170 0.963 -2.089
H: -1.957 2.332 -1.288
H: -2.928 1.136 -2.169
H: -3.392 0.258 1.409
H: -4.271 0.724 -0.060
H: -3.273 1.907 0.793
H: -3.848 -1.035 -1.487
H: -3.839 -2.796 -1.643
H: -3.302 -1.786 -2.994
H: -0.115 -2.947 -1.532
H: -1.154 -3.082 -2.956
H: -1.553 -3.991 -1.487
O: 2.451 4.265 1.457
C: 2.200 3.507 0.597
N: 1.969 2.781 -0.338
Cl: 1.986 1.486 3.103
C: 0.723 2.663 3.514
Cl: -0.622 2.580 2.366
H: 1.162 3.652 3.461
H: 0.350 2.426 4.502
Te: 3.466 -0.345 0.325
C: 4.807 0.502 -0.924
C: 6.149 0.136 -0.968
C: 6.864 0.846 -1.939
C: 6.064 1.731 -2.623
S: 4.458 1.728 -2.081
H: 6.580 -0.616 -0.323
H: 7.918 0.719 -2.135
H: 6.360 2.397 -3.418

Cartesian forces (eV/Å) of the 2 atoms listed first:
Au 0.039 -0.118 -0.059
C -0.013 0.035 -0.005

Expectation value of S² = 2.02
Energy relative to the best compared isomer or geometry (same formula, charge and spin) = 0.0 kJ/mol
2S+1 = 3
Charge = +1

Question: Among the records above, which one has the highest charge?
Answer: C36H28O5P2PdSSe